DFT (ωB97M-V with the def2-TZVPD basis set) results for a structure of composition C32H27Br2ClIN6O4PtS2.

```
76
Properties=species:S:1:pos:R:3:mulliken_spin:R:1
H -7.27 3.01 0.57 0.00
O -2.27 0.81 4.76 0.22
H 0.16 1.38 -5.52 0.00
O 4.50 -1.59 0.51 0.23
C -5.94 1.58 1.18 0.03
C -1.40 0.66 -1.17 0.01
N -0.35 1.60 -1.54 0.01
C -4.67 -0.29 2.04 0.03
Br 3.02 -2.56 -7.33 0.00
Cl 3.25 -3.23 5.98 0.01
C 4.24 -1.97 1.66 0.17
C -1.11 -0.76 -1.65 0.01
C -1.50 0.69 0.37 0.00
C 1.78 2.90 0.18 -0.14
C 3.51 -3.08 -3.24 0.00
C 3.59 -2.68 4.36 0.04
S -2.43 0.00 3.56 0.38
C 2.83 -1.70 3.77 0.08
H -0.05 -0.61 1.11 0.02
H -1.14 -0.84 -2.74 0.00
N 1.64 1.56 0.38 0.33
H -7.71 1.44 0.17 0.00
H -2.29 -0.03 0.61 0.00
O -2.51 -1.44 3.61 0.20
H 5.22 -4.09 4.19 0.01
Pt 2.41 -0.11 -0.40 1.29
C 3.15 -1.32 2.43 0.04
H -2.79 1.08 -2.79 0.00
H -6.39 -0.48 0.77 0.00
Br 4.31 -4.41 -2.16 0.00
N 1.64 0.00 -2.86 0.08
H -3.02 2.11 -1.36 0.00
N 2.50 -0.37 1.81 0.41
H -1.87 -1.43 -1.25 0.00
H -0.13 -1.10 -1.32 0.00
H -5.24 3.53 1.76 0.00
C -4.03 1.97 2.60 0.03
C -5.08 2.46 1.85 -0.02
C 0.79 0.68 -4.97 0.00
H 1.08 4.81 0.95 0.01
H 1.48 -0.33 -6.71 0.00
C 0.04 1.88 -2.89 -0.01
C 2.26 -1.20 -4.89 -0.01
C 4.65 -3.32 3.67 0.08
H -1.85 1.68 0.67 0.00
H -4.49 -1.35 2.11 0.00
H 4.10 -4.05 -5.06 0.00
H -3.36 2.65 3.12 0.00
C 2.26 -1.04 -3.49 -0.04
C 0.75 1.24 1.50 -0.04
C 1.50 -0.27 -5.63 0.00
C 4.95 -2.98 2.38 0.03
C 1.05 -0.05 3.76 0.06
H -0.48 2.46 -1.03 -0.01
N -0.37 0.35 1.23 0.06
H 0.15 0.40 4.18 -0.03
C 0.87 0.79 -3.56 0.00
C 3.57 -3.21 -4.63 0.00
H 2.46 3.24 -0.59 0.00
C 1.68 0.57 2.55 -0.08
C -3.85 0.60 2.70 0.09
C 2.96 -2.30 -5.45 0.00
C 2.84 -2.04 -2.61 0.02
S 0.08 2.84 2.12 0.03
C 1.06 3.73 0.96 0.23
H -0.79 2.12 -3.58 0.00
H 0.66 2.78 -2.85 0.00
C 1.63 -1.09 4.35 0.00
C -2.78 1.10 -1.70 0.00
I 6.52 -3.92 1.39 0.00
H 1.21 -1.53 5.25 0.00
N -6.96 2.07 0.37 0.01
C -5.73 0.20 1.29 -0.01
H 2.34 1.38 2.89 0.07
O 2.68 -1.97 -1.34 0.05
H -3.57 0.43 -1.35 0.00
```

Values from the calculation:
calculated total energy	-236376.982	eV
maximum force	0.43	eV/Å
spin multiplicity	5
net charge	-1
E_HOMO (alpha / beta)	-3.87 / -4.59	eV